Molecular formula: C12H17Cl2N3Pd
Method: DFT, ωB97M-V/def2-TZVPD

```
35
Properties=species:S:1:pos:R:3:forces:R:3
Pd 0.439 -1.833 -0.521 0.0069 -0.0470 0.0986
Cl 0.773 -4.337 0.566 0.0022 -0.0096 0.0016
C 0.692 -2.651 -2.328 -0.0080 0.0222 -0.0225
Cl 2.478 -2.755 -2.918 0.0041 -0.0009 -0.0055
H 0.207 -2.219 -3.199 0.0046 -0.0122 -0.0168
H 0.426 -3.706 -2.250 -0.0036 -0.0006 -0.0066
N 0.153 -1.427 3.922 -0.0048 0.0056 -0.0017
C 0.261 -2.042 2.697 0.0101 -0.0175 -0.0010
N 0.298 -1.196 1.716 -0.0041 0.0313 -0.0251
C 0.213 0.062 2.298 0.0027 -0.0163 -0.0177
C 0.221 1.311 1.683 -0.0056 0.0317 0.0083
C 0.126 2.414 2.515 0.0009 -0.0175 0.0097
C 0.031 2.286 3.912 0.0007 0.0115 -0.0073
C 0.029 1.045 4.528 -0.0012 -0.0117 0.0061
C 0.121 -0.064 3.690 0.0021 0.0077 0.0031
H 0.110 -1.894 4.807 0.0025 -0.0021 0.0005
H 0.325 -3.114 2.549 -0.0067 -0.0021 0.0025
H 0.279 1.296 0.586 0.0024 -0.0172 -0.0047
H 0.123 3.409 2.082 -0.0004 0.0018 0.0021
H -0.040 3.178 4.524 -0.0001 -0.0009 0.0013
H -0.039 0.949 5.606 -0.0004 0.0007 0.0003
C -1.637 -0.100 -2.833 -0.0010 0.0005 -0.0039
C -0.368 0.556 -2.223 0.0053 -0.0064 -0.0090
C -0.746 2.033 -1.956 0.0017 0.0018 0.0078
C 0.747 0.591 -3.302 -0.0075 -0.0052 0.0063
N 0.029 0.019 -0.963 -0.0093 0.0585 -0.0257
H -1.941 0.363 -3.786 -0.0011 -0.0013 0.0016
H -2.452 -0.001 -2.111 -0.0006 0.0013 -0.0013
H -1.474 -1.165 -2.993 0.0064 -0.0051 0.0022
H -1.076 2.545 -2.871 -0.0022 -0.0006 -0.0005
H 0.123 2.561 -1.552 0.0004 0.0026 -0.0039
H -1.548 2.073 -1.214 0.0025 -0.0005 0.0006
H 0.413 1.068 -4.238 -0.0010 0.0005 0.0020
H 1.108 -0.409 -3.527 0.0014 -0.0041 0.0003
H 1.594 1.155 -2.900 0.0009 0.0010 -0.0016
```
Forces are in eV/Å.

Results
HOMO-LUMO gap = 3.583 eV
E_tot = -45713.5019 eV
Charge = -2
HOMO energy = 1.3 eV